Record 1
Below is a gas-phase ion, C2H2NO2 (charge +1), with properties calculated with ωB97M-V with the def2-TZVPD basis set.

```
! RIJCOSX wB97M-V def2-TZVPD def2/J DEFGRID3
* xyz 1 1
N -1.609 0.905 -0.340
C -0.838 0.167 0.141
O -0.073 -0.571 0.660
C 1.459 -0.573 0.158
O 1.800 -0.032 -0.789
H -2.378 1.453 -0.794
H 1.639 -1.348 0.963
*
```

Calculated values
Relative energy (zero: lowest compared OMol25 entry of this formula, charge and spin) in kJ/mol: 148.72
Largest force on an atom in eV/A: 6.8
SMILES string: [NH+]#COC=O
LUMO energy in Ha: -0.191
Kohn-Sham gap in eV: 12.86

Löwdin population analysis, charges in e, atoms 1 to 4: atom 1 (N): 0.38, atom 2 (C): -0.22, atom 3 (O): 0.17, atom 4 (C): -0.02

---

Record 2
Below is 2 unconnected molecules or ions with the total composition C15H36BN5O7PS, with properties calculated with ωB97M-V with the def2-TZVPD basis set.

```
! RIJCOSX wB97M-V def2-TZVPD def2/J DEFGRID3
* xyz 1 1
C 2.301 1.113 3.386
C 3.497 0.981 2.430
O 3.175 0.290 1.222
C 2.381 1.033 0.359
N 1.086 0.423 0.052
C -0.023 1.271 -0.168
N -0.584 1.929 0.891
C -1.959 1.514 1.318
C -2.499 0.239 0.696
C -3.661 -0.279 1.589
C -3.758 -1.812 1.554
O -4.286 -2.228 0.301
P -0.305 3.657 0.973
C 0.774 4.152 -0.465
O 0.685 3.958 2.278
N -0.392 1.408 -1.397
S -1.696 2.458 -1.850
B 0.326 0.705 -2.563
O 1.543 1.263 -2.880
N -0.248 -0.344 -3.291
C -1.415 -0.986 -2.640
C 0.745 -1.313 -3.816
N 0.818 -0.901 0.357
C 1.426 -1.922 -0.472
C 2.909 -1.991 -0.781
O 0.725 -2.737 -0.912
C 0.593 -1.248 1.725
C 1.468 -2.357 2.296
O -0.184 -0.709 2.411
H 1.370 1.285 2.855
H 2.430 1.987 4.023
H 2.245 0.252 4.047
H 4.272 0.448 2.972
H 3.886 1.984 2.235
H 2.942 1.202 -0.568
H 2.215 2.031 0.782
H -1.941 1.432 2.399
H -2.644 2.339 1.105
H -1.782 -0.577 0.654
H -2.956 0.410 -0.274
H -3.424 -0.031 2.628
H -4.610 0.195 1.354
H -4.424 -2.095 2.361
H -2.762 -2.217 1.757
H -3.607 -2.013 -0.351
H 1.482 3.381 -0.779
H 1.351 5.037 -0.195
H 0.170 4.417 -1.328
H 1.383 4.557 1.969
H -2.673 1.568 -2.149
H 2.274 0.656 -2.706
H -1.571 -2.004 -2.977
H -2.305 -0.445 -2.969
H -1.342 -1.013 -1.556
H 0.815 -1.187 -4.895
H 0.417 -2.334 -3.657
H 1.724 -1.242 -3.351
H 3.382 -1.020 -0.912
H 3.411 -2.607 -0.040
H 2.995 -2.510 -1.731
H 1.227 -2.492 3.341
H 1.308 -3.314 1.795
H 2.509 -2.068 2.164
O -3.877 -3.507 -3.646
H -3.581 -3.782 -2.771
H -3.748 -4.292 -4.190
*
```

Calculated values
Relative energy (zero: lowest compared OMol25 entry of this formula, charge and spin) in kJ/mol: 85.60
Largest force on an atom in eV/A: 3.9
LUMO energy in Ha: -0.150
Kohn-Sham gap in eV: 7.64

Löwdin population analysis, charges in e, atoms 1 to 4: atom 1 (C): -0.06, atom 2 (C): -0.21, atom 3 (O): -0.11, atom 4 (C): -0.18

---

Record 3
Below is a molecular structure, C29H24BrN11O6S2SeV, with properties calculated with ωB97M-V with the def2-TZVPD basis set.

```
! RIJCOSX wB97M-V def2-TZVPD def2/J DEFGRID3
* xyz -2 4
V -0.276 0.371 -0.483
N 0.782 2.474 -4.128
C 0.380 1.640 -3.102
S -0.595 2.291 -1.823
N 0.709 0.396 -3.166
N 0.174 -0.404 -2.196
C 0.014 -1.639 -2.632
C -0.683 -2.667 -1.964
C -0.882 -3.924 -2.557
C -1.662 -4.881 -1.952
C -2.267 -4.610 -0.725
C -2.076 -3.399 -0.101
C -1.281 -2.394 -0.690
O -1.118 -1.272 -0.100
H 0.805 3.447 -3.858
H 1.618 2.145 -4.590
H 0.372 -1.839 -3.646
H -0.428 -4.130 -3.518
H -1.823 -5.838 -2.432
H -2.889 -5.363 -0.256
H -2.539 -3.171 0.850
N -3.611 5.816 4.141
C -3.583 4.784 3.192
C -4.631 3.869 3.109
C -4.570 2.825 2.204
C -3.483 2.710 1.362
C -2.473 3.655 1.383
C -2.525 4.693 2.289
S -3.128 1.194 0.476
O -4.048 0.172 0.922
O -3.154 1.426 -0.949
N -1.598 0.929 0.917
C -1.443 0.528 2.163
N -2.403 0.805 3.071
C -2.207 0.393 4.301
C -1.069 -0.292 4.710
C -0.123 -0.504 3.719
N -0.320 -0.143 2.473
H -4.133 5.572 4.972
H -2.683 6.145 4.373
H -5.468 3.960 3.792
H -5.329 2.059 2.172
H -1.621 3.535 0.730
H -1.715 5.404 2.345
H -3.007 0.636 4.996
H -0.918 -0.601 5.734
H 0.842 -0.972 3.915
Br 4.033 -3.630 -2.826
C 2.888 -3.413 -1.317
C 2.484 -4.542 -0.607
C 1.658 -4.309 0.496
C 1.269 -3.023 0.786
N 1.637 -1.953 0.063
C 2.463 -2.155 -0.972
H 2.795 -5.532 -0.900
H 1.324 -5.140 1.100
H 0.631 -2.793 1.628
H 2.775 -1.270 -1.516
O 1.544 1.664 3.757
N 0.897 2.582 3.231
O 0.500 3.522 3.916
O 0.656 2.542 2.023
Se 1.978 0.080 1.496
N 1.487 0.926 0.016
C 2.550 1.690 -0.383
C 2.577 2.735 -1.310
C 3.760 3.379 -1.614
C 4.957 3.028 -0.991
C 4.958 2.064 -0.010
C 3.764 1.418 0.332
N 3.652 0.552 1.358
H 1.656 3.090 -1.740
H 3.742 4.196 -2.327
H 5.868 3.551 -1.255
H 5.851 1.807 0.540
*
```

Calculated values
Relative energy (zero: lowest compared OMol25 entry of this formula, charge and spin) in kJ/mol: 298.57
Largest force on an atom in eV/A: 2.5
LUMO energy (spin up / spin down) in Ha: 0.140 / 0.140
Kohn-Sham gap (spin up / spin down) in eV: 4.00 / 6.21

Löwdin population analysis, charges in e, atoms 1 to 4: atom 1 (V): 0.57, atom 2 (N): 0.05, atom 3 (C): -0.85, atom 4 (S): 0.73

---

Record 4
Below is C9H10ClNO3 in the gas phase, with properties calculated with ωB97M-V with the def2-TZVPD basis set.

```
! RIJCOSX wB97M-V def2-TZVPD def2/J DEFGRID3
* xyz 0 1
C 0.970 0.477 3.042
C -0.253 -0.169 2.359
Cl -0.159 -2.059 2.624
O -0.337 0.067 1.054
C 0.906 0.183 0.318
C 0.436 0.069 -1.141
C 0.137 -1.160 -1.738
C -0.576 -1.256 -2.958
C -0.604 -0.097 -3.753
C -0.055 1.104 -3.222
C 0.258 1.227 -1.872
N -1.658 -0.073 2.925
O -1.748 0.010 4.096
O -2.505 -0.224 2.121
H 1.764 0.014 2.680
H 0.782 0.367 4.135
H 0.813 1.533 2.854
H 1.649 -0.646 0.381
H 1.375 1.096 0.341
H 0.320 -2.158 -1.149
H -0.947 -2.190 -3.310
H -1.041 -0.269 -4.767
H 0.035 2.072 -3.665
H 0.437 2.082 -1.357
*
```

Calculated values
Relative energy (zero: lowest compared OMol25 entry of this formula, charge and spin) in kJ/mol: 15.47
Largest force on an atom in eV/A: 7.3
SMILES string: C[C@](Cl)(OCc1ccccc1)[N+](=O)[O-]
LUMO energy in Ha: 0.007
Kohn-Sham gap in eV: 9.64

Löwdin population analysis, charges in e, atoms 1 to 4: atom 1 (C): -0.01, atom 2 (C): -0.70, atom 3 (Cl): 0.62, atom 4 (O): -0.07

---

Record 5
Below is CH3FOS2 in the gas phase, with properties calculated with ωB97M-V with the def2-TZVPD basis set.

```
! RIJCOSX wB97M-V def2-TZVPD def2/J DEFGRID3
* xyz 0 3
C -0.064 -0.388 -0.889
O -1.434 1.646 0.129
F 1.130 -1.118 1.991
S 0.312 0.380 2.008
S -0.057 1.212 0.016
H 0.849 -0.132 -1.482
H 0.115 -1.225 -0.251
H -0.851 -0.376 -1.521
*
```

Calculated values
Relative energy (zero: lowest compared OMol25 entry of this formula, charge and spin) in kJ/mol: 0.00
Largest force on an atom in eV/A: 4.7
LUMO energy (spin up / spin down) in Ha: -0.005 / -0.102
Kohn-Sham gap (spin up / spin down) in eV: 7.32 / 7.14

Löwdin population analysis, charges in e, atoms 1 to 4: atom 1 (C): -0.25, atom 2 (O): -0.58, atom 3 (F): -0.57, atom 4 (S): 0.72

---

Record 6
Below is a molecular structure, C21H15Cl2N3O3Re, with properties calculated with ωB97M-V with the def2-TZVPD basis set.

```
! RIJCOSX wB97M-V def2-TZVPD def2/J DEFGRID3
* xyz 0 2
Re 0.104 0.438 0.064
C -2.450 4.011 -1.180
O -3.524 3.223 -0.664
C -3.648 1.886 -0.882
C -4.955 1.436 -0.966
C -5.271 0.089 -1.126
C -4.255 -0.831 -1.209
C -2.922 -0.411 -1.103
C -1.892 -1.410 -1.224
N -0.678 -1.213 -0.862
N 0.275 -2.170 -1.253
C 1.428 -1.592 -1.283
O 1.602 -0.299 -0.981
C 2.636 -2.352 -1.673
C 2.522 -3.601 -2.277
C 3.662 -4.307 -2.622
C 4.918 -3.773 -2.362
C 5.033 -2.528 -1.761
C 3.894 -1.815 -1.419
C -2.592 0.953 -0.955
O -1.320 1.384 -0.908
H -2.377 4.875 -0.524
H -1.510 3.475 -1.196
H -2.700 4.348 -2.188
H -5.735 2.184 -0.903
H -6.305 -0.219 -1.197
H -4.465 -1.886 -1.336
H -2.127 -2.369 -1.681
H 1.538 -4.007 -2.469
H 3.572 -5.276 -3.095
H 5.808 -4.327 -2.634
H 6.011 -2.112 -1.556
H 3.967 -0.840 -0.957
Cl -0.546 -0.975 4.606
C 0.320 0.474 4.224
C 0.862 1.242 5.240
C 1.559 2.409 4.953
C 1.721 2.819 3.638
C 1.165 2.026 2.660
Cl 1.300 2.418 0.953
C 0.460 0.850 2.884
N -0.056 0.132 1.815
H 0.730 0.919 6.264
H 1.980 2.997 5.757
H 2.259 3.723 3.386
*
```

Calculated values
Relative energy (zero: lowest compared OMol25 entry of this formula, charge and spin) in kJ/mol: 30.08
Largest force on an atom in eV/A: 1.1
LUMO energy (spin up / spin down) in Ha: -0.013 / -0.020
Kohn-Sham gap (spin up / spin down) in eV: 7.12 / 7.12

Löwdin population analysis, charges in e, atoms 1 to 4: atom 1 (Re): 1.33, atom 2 (C): -0.05, atom 3 (O): -0.07, atom 4 (C): -0.21

---

Record 7
Below is 4 unconnected molecules or ions with the total composition C34H54Br6F2I3N4O5, with properties calculated with ωB97M-V with the def2-TZVPD basis set.

```
! RIJCOSX wB97M-V def2-TZVPD def2/J DEFGRID3
* xyz 1 1
C -7.483 0.093 4.790
C -6.784 -1.213 4.028
O -5.331 -0.982 4.080
C -4.589 -1.918 3.216
C -4.077 -1.227 1.799
C -2.542 -0.630 1.884
C -1.435 -1.853 1.780
C -0.052 -1.226 1.105
C -0.168 -1.045 -0.548
O 0.290 0.277 -0.853
C 0.925 0.532 -2.129
C -0.405 1.130 -2.969
O -0.378 2.174 -3.799
N -1.821 0.536 -2.800
C -2.667 1.695 -2.243
O -2.901 1.875 -0.924
F -3.285 2.620 -3.234
C 1.708 2.005 -1.906
C 0.785 3.064 -0.990
C 1.419 4.540 -0.643
C 2.926 4.842 -1.245
C 3.647 3.625 -2.077
N 3.098 2.274 -2.403
C 1.766 -0.639 -2.853
C 3.182 -1.172 -2.308
I 4.458 -2.764 -3.305
C 3.933 -0.873 -1.048
C 5.431 -1.496 -0.633
I 3.200 0.356 0.540
C 1.914 -0.005 -4.399
C 3.283 -0.270 -5.222
F 0.819 -0.342 -5.331
N 0.762 -1.828 -2.846
C 0.984 -2.932 -3.835
N -0.196 -3.126 -4.827
C 0.371 -2.301 -1.428
I -1.510 -3.510 -1.733
C 1.374 -3.349 -0.718
C 0.781 -4.462 0.309
C 0.717 -6.011 -0.329
C 0.696 -7.169 0.878
O -0.737 -7.533 1.135
H -6.634 0.619 5.442
H -7.922 0.883 4.047
H -8.314 -0.252 5.573
H -7.152 -2.164 4.616
H -7.230 -1.223 2.941
H -5.208 -2.913 3.029
H -3.604 -2.249 3.800
H -4.823 -0.330 1.585
H -4.189 -2.040 0.943
H -2.461 -0.014 2.898
H -2.422 0.133 1.002
H -1.134 -2.099 2.909
H -1.845 -2.797 1.226
H -0.012 -0.108 1.528
H 0.930 -1.727 1.471
H -1.357 -0.977 -0.694
H -2.175 0.288 -3.751
H -0.287 2.814 -0.592
H 0.760 5.293 -0.035
H 3.393 5.903 -1.043
H 4.752 3.860 -2.465
H 6.265 -1.220 -1.441
H 5.857 -1.038 0.367
H 5.382 -2.666 -0.419
H 1.903 1.189 -4.425
H 4.284 -0.035 -4.657
H 3.270 -1.350 -5.730
H 3.280 0.475 -6.158
H -0.200 -1.501 -3.182
H 1.174 -3.999 -3.408
H 1.851 -2.737 -4.633
H -0.476 -4.130 -4.859
H 0.044 -2.737 -5.763
H 2.108 -3.939 -1.455
H 2.127 -2.691 -0.061
H -0.186 -4.172 0.899
H 1.610 -4.589 1.165
H -0.270 -6.201 -0.944
H 1.609 -6.201 -1.097
H 1.165 -8.151 0.389
H 1.265 -6.832 1.843
H -1.115 -8.008 0.318
Br -2.362 1.029 5.599
C -1.084 2.492 5.424
C -0.239 2.334 4.181
Br 1.141 0.979 4.432
H -0.498 2.516 6.346
H -1.695 3.397 5.362
H 0.305 3.257 3.964
H -0.816 2.042 3.298
Br 5.246 4.520 4.991
C 4.547 4.036 6.746
C 3.072 3.718 6.679
Br 2.004 5.346 6.554
H 4.783 4.862 7.423
H 5.119 3.153 7.045
H 2.740 3.231 7.600
H 2.801 3.092 5.824
Br -0.406 7.123 -6.480
C -1.491 5.783 -5.567
C -1.608 6.087 -4.092
Br 0.026 5.609 -3.140
H -1.038 4.810 -5.775
H -2.470 5.833 -6.050
H -2.392 5.478 -3.634
H -1.803 7.143 -3.880
*
```

Calculated values
Largest force on an atom in eV/A: 10.2
LUMO energy in Ha: -0.133
Kohn-Sham gap in eV: 7.35

Löwdin population analysis, charges in e, atoms 1 to 4: atom 1 (C): -0.10, atom 2 (C): -0.25, atom 3 (O): -0.25, atom 4 (C): -0.21

---

Record 8
Below is C2H5NO3S in the gas phase, with properties calculated with ωB97M-V with the def2-TZVPD basis set.

```
! RIJCOSX wB97M-V def2-TZVPD def2/J DEFGRID3
* xyz 0 1
O -1.704 0.619 -1.597
S -0.683 -0.127 -0.905
O 0.436 -0.631 -1.958
N -1.172 -1.175 0.126
O -0.179 -1.305 1.148
C 0.299 0.069 1.447
C 0.551 0.797 0.088
H 0.302 -1.502 -2.365
H 1.234 -0.080 1.888
H -0.517 0.590 2.042
H -0.065 1.655 0.283
H 1.496 1.090 -0.197
*
```

Calculated values
Relative energy (zero: lowest compared OMol25 entry of this formula, charge and spin) in kJ/mol: 514.24
Largest force on an atom in eV/A: 5.4
SMILES string: O=[S@]1(O)=NOCC1
LUMO energy in Ha: 0.019
Kohn-Sham gap in eV: 9.64

Löwdin population analysis, charges in e, atoms 1 to 4: atom 1 (O): -0.29, atom 2 (S): 0.74, atom 3 (O): -0.20, atom 4 (N): -0.21